{"formula": "CH4ClCuN2O", "method": "the ωB97M-V functional and the def2-TZVPD basis", "species": ["Cu", "Cl", "C", "O", "N", "N", "H", "H", "H", "H"], "positions_angstrom": [[-0.400, -0.609, 4.366], [-0.594, 0.983, 2.358], [0.184, -0.186, -1.338], [0.330, -0.318, -2.579], [1.036, -0.638, -0.410], [-0.909, 0.452, -0.869], [0.852, -0.392, 0.557], [1.954, -0.959, -0.668], [-0.962, 0.716, 0.115], [-1.490, 0.950, -1.534]], "forces_ev_per_a": [[-0.2, 1.2, -1.4], [0.3, -1.3, 1.0], [-1.0, 0.7, 4.1], [0.5, -0.1, -1.6], [0.1, -0.1, -1.1], [0.2, -0.2, -1.5], [-0.1, 0.1, 0.0], [0.0, -0.1, -0.1], [0.2, 0.1, 0.3], [-0.1, -0.2, 0.2]], "relative_energy_kcal_mol": 0.0, "spin_multiplicity": 2, "gap_ev": [8.6, 4.9], "total_charge": 1}



{"formula": "C4H3N3O", "method": "the ωB97M-V functional and the def2-TZVPD basis", "species": ["O", "C", "C", "C", "N", "N", "N", "C", "H", "H", "H"], "positions_angstrom": [[-2.251, -0.060, -0.691], [-1.141, -0.085, -0.233], [-0.274, 1.077, 0.022], [1.058, 1.058, 0.141], [1.791, 0.027, -0.478], [1.295, -1.071, -0.830], [0.560, -1.686, 0.110], [-0.622, -1.317, 0.382], [-0.791, 2.038, 0.096], [1.681, 1.943, 0.466], [-1.306, -1.925, 1.016]], "forces_ev_per_a": [[-0.6, 0.3, -0.5], [-0.1, 0.5, 0.6], [-0.9, 1.3, 0.0], [1.3, -0.5, 0.4], [-0.3, 1.3, -1.5], [2.1, 0.0, 1.4], [-1.5, -1.1, -0.1], [0.0, -0.7, 0.3], [0.1, -0.3, 0.1], [-0.9, -1.3, -0.5], [0.8, 0.4, -0.2]], "relative_energy_kcal_mol": 86.0, "spin_multiplicity": 1, "gap_ev": 8.2}



{"formula": "C20H18BrF2N2", "method": "the ωB97M-V functional and the def2-TZVPD basis", "species": ["C", "N", "C", "C", "C", "C", "N", "C", "C", "C", "C", "C", "C", "F", "C", "C", "C", "C", "C", "C", "F", "C", "C", "C", "Br", "H", "H", "H", "H", "H", "H", "H", "H", "H", "H", "H", "H", "H", "H", "H", "H", "H", "H"], "positions_angstrom": [[5.080, -0.947, 1.210], [3.803, -1.604, 1.015], [3.872, -2.993, 1.409], [2.654, -0.956, 0.662], [2.364, 0.373, 1.065], [1.143, 0.929, 0.757], [0.208, 0.288, 0.003], [-0.959, 1.044, -0.416], [-1.520, 0.485, -1.716], [-0.855, 0.890, -2.886], [-1.199, 0.366, -4.126], [-2.230, -0.581, -4.235], [-2.911, -0.924, -3.075], [-4.006, -1.752, -3.175], [-2.578, -0.416, -1.816], [-1.908, 1.363, 0.736], [-1.620, 2.502, 1.502], [-2.424, 2.886, 2.571], [-3.556, 2.135, 2.915], [-3.848, 1.035, 2.123], [-5.035, 0.373, 2.340], [-3.042, 0.618, 1.058], [0.491, -0.985, -0.465], [1.689, -1.605, -0.176], [2.102, -3.204, -1.169], [5.075, 0.096, 0.881], [5.363, -0.995, 2.271], [5.845, -1.498, 0.643], [2.890, -3.459, 1.439], [4.524, -3.539, 0.720], [4.330, -3.036, 2.406], [3.065, 0.961, 1.657], [0.868, 1.939, 1.048], [-0.592, 2.042, -0.697], [-0.046, 1.622, -2.793], [-0.667, 0.707, -5.016], [-2.525, -0.982, -5.199], [-3.142, -0.764, -0.957], [-0.747, 3.101, 1.229], [-2.175, 3.794, 3.123], [-4.205, 2.435, 3.732], [-3.334, -0.267, 0.507], [-0.242, -1.477, -1.104]], "forces_ev_per_a": [[0.2, 0.4, 0.4], [-0.6, 0.9, -0.3], [0.1, -0.5, -0.1], [0.8, -1.0, 0.0], [-0.6, 0.2, -0.2], [0.4, -0.2, -0.4], [1.9, -1.8, 0.3], [-1.6, 1.2, -0.6], [0.0, 0.0, -0.4], [0.0, -0.1, 0.3], [-0.1, -0.2, 0.0], [0.2, 0.5, 0.3], [-0.8, -0.2, -0.2], [1.3, 0.7, 0.2], [0.0, -0.4, -0.4], [-0.3, -0.1, 0.4], [0.0, -0.1, -0.1], [-0.1, -0.2, 0.1], [0.4, 0.2, -0.5], [-0.8, -0.2, -0.1], [1.4, 0.4, -0.1], [-0.2, 0.1, 0.5], [0.2, 0.5, 0.5], [-0.4, 0.2, -0.1], [-0.4, 0.8, 0.5], [-0.1, -0.3, 0.0], [0.0, 0.2, -0.2], [-0.2, 0.2, 0.1], [0.1, 0.0, 0.1], [-0.2, -0.1, 0.1], [-0.2, 0.0, -0.1], [-0.2, -0.3, -0.2], [0.2, -0.3, 0.1], [0.2, -0.4, 0.0], [-0.3, -0.2, -0.2], [-0.2, -0.2, 0.3], [0.0, 0.0, 0.2], [0.2, 0.0, -0.7], [-0.4, 0.0, 0.2], [-0.1, -0.3, -0.1], [0.0, -0.1, -0.2], [-0.1, 0.4, 0.6], [0.2, 0.4, 0.2]], "spin_multiplicity": 1, "gap_ev": 8.5, "total_charge": 1}



Number 1: total energy -63282.97900 eV. Number 2: total energy -10709.92022 eV. Number 3: total energy -99482.95107 eV.